DFT (ωB97M-V/def2-TZVPD) results for a structure of composition C32H43CeCl2O2P3.

ORCA input file:
```
! RIJCOSX wB97M-V def2-TZVPD def2/J DEFGRID3
* xyz 2 1
P -5.96 0.89 -2.09
C -6.76 2.51 -2.31
C -7.37 2.95 -3.50
H -7.38 2.29 -4.36
C -7.96 4.21 -3.57
H -8.43 4.52 -4.50
C -7.96 5.05 -2.47
H -8.43 6.03 -2.53
C -7.36 4.64 -1.28
H -7.35 5.30 -0.42
C -6.75 3.39 -1.20
H -6.27 3.08 -0.28
C -5.94 0.26 -3.80
C -4.86 0.65 -4.63
H -4.09 1.29 -4.21
C -4.79 0.23 -5.95
H -3.95 0.55 -6.57
C -5.77 -0.60 -6.48
H -5.70 -0.94 -7.51
C -6.84 -1.01 -5.68
H -7.61 -1.66 -6.08
C -6.93 -0.58 -4.35
H -7.76 -0.89 -3.74
C -7.32 -0.09 -1.36
C -8.65 0.35 -1.28
H -8.92 1.32 -1.66
C -9.63 -0.47 -0.71
H -10.65 -0.11 -0.65
C -9.30 -1.73 -0.22
H -10.06 -2.36 0.22
C -7.98 -2.17 -0.30
H -7.71 -3.16 0.09
C -6.99 -1.37 -0.85
H -5.97 -1.71 -0.90
Ce 0.04 0.00 0.18
C 0.32 -1.87 -1.07
C -0.70 -2.31 -1.83
H 1.26 -2.27 -0.90
C -1.96 -1.50 -1.94
O -3.06 -2.34 -1.55
H -3.90 -1.81 -1.70
C -1.86 -0.33 -1.08
H -2.09 -1.12 -2.96
C -1.99 0.72 -0.32
Cl 2.34 -0.44 0.79
Cl 0.07 2.18 1.35
P 1.06 1.42 -1.79
C 2.47 2.33 -1.18
H 3.27 1.64 -0.86
H 2.18 2.94 -0.30
H 2.82 2.97 -1.98
C 1.62 0.46 -3.17
H 0.79 -0.10 -3.63
H 2.38 -0.27 -2.85
H 2.06 1.13 -3.93
C -0.12 2.62 -2.37
H -0.48 3.24 -1.53
H -1.00 2.13 -2.83
H 0.36 3.25 -3.12
P -0.52 -3.88 -2.65
C 1.17 -4.41 -2.60
C -1.05 -3.71 -4.35
H 1.52 -4.57 -1.57
H 1.84 -3.67 -3.08
H 1.27 -5.37 -3.15
H -2.11 -3.40 -4.40
H -0.96 -4.69 -4.87
H -0.43 -2.98 -4.89
C -1.54 -5.13 -1.88
H -1.21 -5.30 -0.84
H -1.45 -6.08 -2.44
H -2.59 -4.81 -1.87
H -2.53 1.50 0.05
C 0.99 -0.02 3.74
C -0.36 -0.50 3.36
C -1.33 -0.97 4.39
O -0.78 -0.59 2.12
H 1.09 -0.03 4.81
H 1.18 1.02 3.40
H 1.76 -0.68 3.32
H -2.24 -0.37 4.33
H -1.59 -2.02 4.19
H -0.90 -0.88 5.37
*
```

Output
Orbital gap (eV): 4.12
Highest occupied orbital energy (Ha): -0.44283
Molar mass (g/mol): 763.6
ΔE to the lowest compared entry with this formula, charge and spin (kcal per mole): 64.5

=====

DFT (ωB97M-V/def2-TZVPD) results for the molecule C2HFN2S2.

ORCA input file:
```
! RIJCOSX wB97M-V def2-TZVPD def2/J DEFGRID3
* xyz 0 1
C -1.97 0.76 -0.44
C 0.35 0.23 0.15
N -0.84 0.24 -0.46
N 1.07 -0.87 0.36
F -2.66 1.07 -1.49
S 1.07 1.70 0.73
S 1.08 -2.54 0.15
H 1.90 -0.59 1.00
*
```

Output
Orbital gap (alpha / beta) (eV): 6.71 / 6.44
Highest occupied orbital energy (alpha / beta) (Ha): -0.32843 / -0.33184
Molar mass (g/mol): 136.2
ΔE to the lowest compared entry with this formula, charge and spin (kcal per mole): 85.5

=====

DFT (ωB97M-V/def2-TZVPD) results for a cluster of 2 separate species, C3H5N4 in total.

ORCA input file:
```
! RIJCOSX wB97M-V def2-TZVPD def2/J DEFGRID3
* xyz 1 1
C -0.73 0.83 0.86
C -2.37 -0.41 -0.57
C 3.31 -0.34 -0.20
N -0.03 -0.81 -0.39
N 0.50 0.74 0.97
N -1.18 -0.15 -0.06
N 0.90 -0.29 0.19
H -1.44 1.36 1.54
H -2.50 -1.39 -1.06
H -3.13 0.24 -0.46
H 3.11 0.60 0.46
H 3.57 -0.38 -1.29
*
```

Output
Orbital gap (alpha / beta) (eV): 5.17 / 8.36
Highest occupied orbital energy (alpha / beta) (Ha): -0.45669 / -0.58915
Molar mass (g/mol): 97.1
ΔE to the lowest compared entry with this formula, charge and spin (kcal per mole): 203.0

=====

DFT (ωB97M-V/def2-TZVPD) results for a cluster of 7 separate species, C6H25NO6 in total.

ORCA input file:
```
! RIJCOSX wB97M-V def2-TZVPD def2/J DEFGRID3
* xyz 0 1
C -0.47 0.54 -2.98
C 0.05 -0.05 -1.91
C 0.57 0.79 -0.76
C 1.26 -0.08 0.34
C 0.19 -0.78 1.27
C -0.16 -2.18 0.67
N 0.78 -0.83 2.62
H -0.89 0.06 -3.85
H -0.56 1.64 -3.04
H 0.26 -1.12 -1.97
H -0.19 1.40 -0.25
H 1.29 1.49 -1.19
H 1.88 -0.88 -0.09
H 1.92 0.57 0.95
H -0.74 -0.22 1.21
H -0.59 -2.02 -0.31
H -0.95 -2.60 1.29
H 0.62 -2.94 0.73
H 1.06 -1.77 2.87
H 0.14 -0.39 3.27
O -3.54 -1.49 -1.42
H -3.92 -1.13 -2.23
H -3.16 -0.76 -0.93
O -3.05 1.39 -0.74
H -2.94 1.31 0.23
H -3.65 2.13 -0.81
O 4.59 -0.05 0.26
H 3.84 0.05 0.86
H 4.32 -0.80 -0.30
O -2.48 1.79 1.92
H -1.50 1.80 1.80
H -2.80 2.60 2.30
O 2.78 -1.69 -2.19
H 2.16 -2.41 -2.02
H 2.16 -0.95 -2.19
O 0.19 2.63 1.98
H 0.89 1.96 1.84
H 0.65 3.00 2.76
*
```

Output
Orbital gap (eV): 9.78
Highest occupied orbital energy (Ha): -0.35114
Molar mass (g/mol): 207.3
ΔE to the lowest compared entry with this formula, charge and spin (kcal per mole): 48.4
SMILES: C=CCC[C@@H](C)N.O.O.O.O.O.O

=====

DFT (ωB97M-V/def2-TZVPD) results for a cluster of 3 separate species, C51H49FN2O6S2 in total.

ORCA input file:
```
! RIJCOSX wB97M-V def2-TZVPD def2/J DEFGRID3
* xyz 0 1
C -1.09 0.93 -3.10
C 0.23 0.87 -2.36
C 0.37 1.99 -1.29
C 1.52 2.96 -1.57
C 1.05 4.10 -2.48
C 2.10 5.17 -2.64
C 2.10 6.30 -1.77
C 1.09 6.49 -0.66
C 0.38 7.85 -0.69
C -0.53 8.14 -1.89
S -1.38 6.69 -2.52
C -3.05 7.17 -2.69
S -3.54 8.71 -2.81
N -3.88 6.02 -2.73
C -4.71 5.91 -1.52
C -3.93 5.24 -0.38
C -4.61 5.88 -4.00
C -4.02 4.71 -4.80
C 3.07 7.31 -1.91
C 4.03 7.19 -2.89
C 4.03 6.10 -3.74
C 3.08 5.07 -3.65
C 3.18 3.98 -4.70
C 2.57 4.39 -6.04
F 2.65 2.77 -4.29
C 5.18 6.28 -4.68
O 5.44 5.74 -5.71
N 5.95 7.31 -4.11
C 5.16 8.09 -3.26
O 5.35 9.23 -2.97
H -1.94 0.74 -2.44
H -1.13 0.19 -3.89
H -1.25 1.90 -3.57
H 0.32 -0.08 -1.86
H 1.05 0.98 -3.06
H -0.57 2.56 -1.29
H 0.45 1.55 -0.30
H 2.36 2.43 -2.01
H 1.87 3.36 -0.62
H 0.76 3.69 -3.44
H 0.15 4.48 -2.02
H 1.65 6.46 0.28
H 0.37 5.68 -0.60
H 1.11 8.66 -0.66
H -0.22 7.94 0.22
H -1.28 8.88 -1.63
H 0.06 8.58 -2.69
H -5.57 5.28 -1.74
H -5.06 6.90 -1.21
H -3.17 4.60 -0.82
H -4.58 4.67 0.27
H -3.40 6.00 0.20
H -5.66 5.68 -3.83
H -4.51 6.77 -4.62
H -3.95 3.84 -4.16
H -3.00 4.98 -5.08
H -4.60 4.50 -5.69
H 3.08 8.17 -1.26
H 4.24 3.81 -4.87
H 3.22 4.06 -6.84
H 2.55 5.47 -6.12
H 1.59 3.96 -6.18
H 6.62 7.77 -4.70
O 1.24 -2.21 -0.14
C 1.67 -3.17 0.48
C 0.90 -4.44 0.55
C -0.31 -4.54 -0.13
C -1.02 -5.73 -0.11
C -0.53 -6.83 0.59
C 0.67 -6.73 1.28
C 1.38 -5.54 1.27
C 2.66 -5.44 2.03
O 3.05 -6.38 2.70
C 3.44 -4.18 1.95
C 4.65 -4.08 2.63
C 5.40 -2.92 2.54
C 4.94 -1.85 1.77
C 3.73 -1.94 1.11
C 2.97 -3.10 1.19
H -0.68 -3.69 -0.68
H -1.96 -5.81 -0.65
H -1.08 -7.76 0.59
H 1.05 -7.58 1.82
H 4.99 -4.92 3.22
H 6.34 -2.85 3.06
H 5.53 -0.95 1.70
H 3.37 -1.11 0.51
O -4.02 -7.23 7.23
C -3.36 -8.09 6.69
C -3.77 -9.52 6.77
C -4.93 -9.86 7.45
C -5.34 -11.18 7.51
C -4.59 -12.17 6.89
C -3.43 -11.85 6.22
C -3.01 -10.52 6.16
C -1.74 -10.19 5.45
O -1.05 -11.07 4.97
C -1.34 -8.76 5.36
C -0.18 -8.42 4.67
C 0.19 -7.10 4.54
C -0.60 -6.10 5.10
C -1.75 -6.43 5.79
C -2.13 -7.76 5.93
H -5.51 -9.08 7.93
H -6.25 -11.44 8.04
H -4.92 -13.20 6.92
H -2.84 -12.61 5.74
H 0.43 -9.21 4.24
H 1.09 -6.84 4.01
H -0.32 -5.06 4.99
H -2.37 -5.65 6.23
*
```

Output
Orbital gap (eV): 7.49
Highest occupied orbital energy (Ha): -0.31874
Molar mass (g/mol): 869.1
SMILES: CCCCCc1c(CCCSC(=S)N(CC)CC)cc2c(c1[C@H](C)F)C(=O)NC2=O.O=C1c2ccccc2C(=O)c2ccccc21.O=C1c2ccccc2C(=O)c2ccccc21

=====

DFT (ωB97M-V/def2-TZVPD) results for a cluster of 3 separate species, C10H10F17NO3P in total.

ORCA input file:
```
! RIJCOSX wB97M-V def2-TZVPD def2/J DEFGRID3
* xyz -1 1
O -1.36 1.72 2.05
P -1.84 3.14 1.93
N -3.27 3.68 2.44
F -4.24 2.91 1.62
H -1.57 3.53 0.59
H -1.02 4.00 2.70
C 3.21 2.13 1.74
C 2.17 2.22 0.61
C 1.09 1.14 0.59
F 1.67 -0.08 0.37
F 0.26 1.39 -0.45
F 2.80 2.29 -0.59
F 1.52 3.40 0.80
O 4.45 1.54 1.40
C 4.69 0.21 1.57
C 5.10 -0.45 0.24
F 4.11 -0.35 -0.66
F 5.34 -1.77 0.47
F 3.67 -0.44 2.15
F 5.77 0.09 2.39
H 3.45 3.17 1.97
H 2.77 1.69 2.63
H 0.50 1.15 1.52
H 6.00 0.02 -0.15
C -1.15 -1.62 -1.48
C -1.29 -3.05 -2.00
C -2.09 -3.26 -3.29
F -3.39 -2.92 -3.12
F -2.05 -4.57 -3.64
F -1.76 -3.88 -1.04
F -0.02 -3.46 -2.33
O -2.03 -1.24 -0.45
C -3.23 -0.65 -0.73
C -4.38 -1.47 -0.12
F -4.37 -2.73 -0.60
F -5.56 -0.90 -0.46
F -3.41 -0.50 -2.06
F -3.28 0.56 -0.16
H -0.16 -1.59 -1.02
H -1.15 -0.90 -2.30
H -1.66 -2.67 -4.10
H -4.28 -1.48 0.97
*
```

Output
Orbital gap (eV): 6.80
Highest occupied orbital energy (Ha): -0.15698
Molar mass (g/mol): 546.1